a.
A molecular structure, C2H2O2. Source: the Open Molecules 2025 dataset; level of theory: wB97M-V/def2-TZVPD.

Computed properties:
Charge ... 0
E_LUMO ... 1.0 eV
Kohn-Sham gap ... 14.11 eV
E_HOMO ... -13.098 eV

Last column: Löwdin charge in e.
Element x y z (Å)
O -1.246 -1.619 -0.497  0.0304
O -0.731 1.657 -0.123  -0.0441
C -1.736 1.866 -0.648  0.0262
C -0.855 -1.186 0.462  -0.0377
H 1.967 -0.594 0.423  -0.0040
H 2.602 -0.126 0.383  0.0292

=====

b.
C2H2O2 in the gas phase. Source: the Open Molecules 2025 dataset; level of theory: wB97M-V/def2-TZVPD.

Computed properties:
SMILES string ... O1[C@H]2O[C@@H]12
Charge ... 0
E_LUMO ... 1.1 eV
Kohn-Sham gap ... 10.61 eV
E_HOMO ... -9.551 eV

Last column: Löwdin charge in e.
Element x y z (Å)
O 0.561 -1.092 0.096  0.0479
O -0.510 0.273 -1.087  0.0479
C 0.593 0.309 -0.181  -0.1968
C -0.596 -0.266 0.233  -0.1963
H -1.383 -0.268 0.943  0.1487
H 1.335 1.045 -0.003  0.1486

=====

c.
C2H2O2 in the gas phase. Source: the Open Molecules 2025 dataset; level of theory: wB97M-V/def2-TZVPD.

Computed properties:
SMILES string ... O=CC=O
Charge ... 0
E_LUMO ... -0.7 eV
Kohn-Sham gap ... 9.46 eV
E_HOMO ... -10.207 eV

Last column: Löwdin charge in e.
Element x y z (Å)
O 0.760 -1.701 1.310  0.1108
O -0.333 0.708 2.119  0.1219
C 0.536 -0.742 0.634  -0.2536
C -0.347 0.349 0.985  -0.2359
H -0.975 0.741 0.243  0.1029
H 0.974 -0.593 -0.487  0.1540

=====

Verdict on stability: a comes out on top.

=====

a.
2 unconnected molecules or ions with the total composition C5H10O3. Source: the Open Molecules 2025 dataset; level of theory: wB97M-V/def2-TZVPD.

Computed properties:
SMILES string ... C/C=C\C.O=C(O)O
Charge ... 0
E_LUMO ... 0.6 eV
Kohn-Sham gap ... 9.68 eV
E_HOMO ... -9.118 eV

Last column: Löwdin charge in e.
Element x y z (Å)
O 0.083 1.503 1.546  0.1311
O 1.023 2.457 -0.243  0.1404
O -1.154 1.918 -0.316  0.0661
C -0.656 -0.814 -0.751  -0.1842
C -1.405 -1.287 0.453  -0.0984
C 0.665 -0.565 -0.789  -0.2094
C 0.048 1.793 0.389  -0.6530
C 1.673 -0.995 0.230  -0.0920
H 1.093 -0.282 -1.745  0.1019
H -1.353 -2.375 0.520  0.0819
H -1.243 -0.668 -1.648  0.0993
H -0.987 -0.871 1.364  0.0628
H 2.259 -1.838 -0.145  0.0797
H 2.364 -0.172 0.423  0.0747
H -2.456 -0.990 0.392  0.0736
H -1.898 1.739 0.275  0.1231
H 1.205 -1.253 1.179  0.0703
H 0.740 2.700 -1.135  0.1320

=====

b.
A molecular structure, C5H10O3. Source: the Open Molecules 2025 dataset; level of theory: wB97M-V/def2-TZVPD.

Computed properties:
Charge ... 0
E_LUMO ... 0.7 eV
Kohn-Sham gap ... 9.15 eV
E_HOMO ... -8.421 eV

Last column: Löwdin charge in e.
Element x y z (Å)
O 0.085 1.804 0.516  0.0855
O 2.289 -1.170 -0.450  0.0710
O 1.870 0.715 -1.616  0.0866
C -1.896 0.164 -1.194  -0.1221
C 0.766 -0.042 1.956  -0.0166
C 0.305 0.644 0.705  -0.4788
C 1.632 -0.181 -0.644  -0.4405
C -1.270 -0.534 -0.006  -0.1440
H 0.929 -1.103 1.783  0.0902
H -1.397 -0.107 -2.126  0.0780
H -1.158 -1.616 -0.116  0.1041
H 2.651 0.426 -2.125  0.1234
H 0.011 0.115 2.729  0.0964
H 1.700 0.413 2.288  0.1034
H -2.954 -0.089 -1.285  0.0741
H -1.798 -0.334 0.925  0.1008
H -1.817 1.246 -1.066  0.0750
H 0.052 -0.350 -0.273  0.1135

=====

c.
A molecular structure, C5H10O3. Source: the Open Molecules 2025 dataset; level of theory: wB97M-V/def2-TZVPD.

Computed properties:
Charge ... 0
E_LUMO ... -0.2 eV
Kohn-Sham gap ... 8.91 eV
E_HOMO ... -9.151 eV

Last column: Löwdin charge in e.
Element x y z (Å)
O -2.155 -0.498 -0.652  -0.0857
O -1.893 1.756 -0.162  -0.1160
O -0.334 0.280 -1.808  -0.1299
C 1.918 -0.582 1.102  -0.0741
C 0.115 0.137 -0.399  -0.3095
C -0.799 1.098 0.509  -0.1903
C -1.254 -0.342 0.313  -0.3355
C 1.530 -0.466 -0.451  -0.1244
H 1.873 0.379 -1.025  0.1013
H -1.819 -1.405 -1.491  0.3623
H 1.620 -1.298 -1.111  0.0973
H -0.661 1.427 1.513  0.1324
H 1.937 0.462 1.613  0.1026
H 1.227 -1.098 1.687  0.0262
H -1.385 -0.949 1.251  0.1625
H 2.920 -1.022 1.339  0.0710
H -2.337 0.705 -0.306  0.0742
H -0.502 1.415 -1.923  0.2355

=====

Verdict on stability: a comes out on top.